Here is a 3-piece molecular cluster, C16H20F16NO2 overall from the OMol25 dataset. Energies are from ωB97M-V/def2-TZVPD.

Positions of all 55 atoms, in Å:
C: -4.7545 0.3210 1.0586
C: -5.5976 0.3267 0.0343
C: -7.0725 0.0216 0.1560
C: -7.4573 -1.3165 0.8098
C: -8.9232 -1.1237 1.1921
N: -9.1082 0.3771 1.3981
C: -7.8507 1.0965 0.9029
H: -3.7907 0.7934 0.9268
H: -5.0048 -0.1319 2.0104
H: -5.2267 0.5348 -0.9612
H: -7.4788 0.0038 -0.8587
H: -6.8527 -1.5769 1.6736
H: -7.3949 -2.0688 0.0309
H: -9.2146 -1.6193 2.1129
H: -9.5732 -1.4703 0.3955
H: -9.9403 0.7100 0.9180
H: -9.2078 0.5402 2.3968
H: -7.3469 1.5096 1.7712
H: -8.1762 1.8993 0.2502
C: -0.3421 0.2158 -0.1740
C: 0.8331 0.1282 -1.1551
C: 2.2316 0.4637 -0.6242
F: 2.2889 1.7361 -0.1799
F: 3.1178 0.3292 -1.6375
F: 0.5692 0.8510 -2.2601
F: 0.9040 -1.1879 -1.5196
O: -1.1185 1.4006 -0.2024
C: -0.7955 2.5001 0.5397
C: -0.4737 3.7264 -0.3334
F: 0.5292 3.4462 -1.1837
F: -0.0920 4.7366 0.4756
F: 0.1830 2.2511 1.4222
F: -1.9097 2.8322 1.2550
H: -1.0286 -0.5607 -0.5076
H: -0.0291 -0.0425 0.8380
H: 2.5129 -0.2185 0.1817
H: -1.3603 4.0230 -0.8978
C: 6.2568 -1.2771 -1.3650
C: 5.9386 -1.6532 0.0883
C: 6.3674 -0.6815 1.1963
F: 7.7028 -0.5281 1.2184
F: 5.9754 -1.1887 2.3875
F: 6.3724 -2.8938 0.3643
F: 4.5641 -1.6698 0.1653
O: 7.4011 -1.8637 -1.9498
C: 8.6485 -1.3126 -1.8519
C: 9.6398 -2.2398 -1.1254
F: 9.1812 -2.5560 0.1006
F: 10.8163 -1.5915 -0.9907
F: 8.6213 -0.0875 -1.2959
F: 9.1277 -1.1729 -3.1117
H: 5.4249 -1.6868 -1.9358
H: 6.2359 -0.1948 -1.4974
H: 5.8901 0.2923 1.0544
H: 9.7870 -3.1517 -1.7067

Cartesian forces (eV/Å) of the 2 atoms listed first:
-0.079 0.099 -0.397
-0.037 -0.200 0.254

Output
Energy above the lowest of the compared OMol25 structures with the same formula, charge and spin   0.00 kJ/mol
HOMO-LUMO gap   9.3 eV
Charge   +1

---

Here is H4NPS in the gas phase from the OMol25 dataset. Energies are from ωB97M-V/def2-TZVPD.

Positions of all 7 atoms, in Å:
N: -0.8266 -0.6404 -0.0365
P: 0.3885 0.5189 -0.0632
S: 2.1834 -0.1828 -0.0185
H: -0.7096 -1.2069 0.7953
H: -0.9821 -1.3912 -0.7009
H: -0.0016 1.6317 -0.9948
H: -0.0521 1.2707 1.0187

Cartesian forces (eV/Å) of the 2 atoms listed first:
-0.835 -0.525 0.227
-0.339 0.796 -0.717

Output
Energy above the lowest of the compared OMol25 structures with the same formula, charge and spin   0.00 kJ/mol
HOMO-LUMO gap   9.9 eV

---

Here is a 2-piece molecular cluster, C11H12BrF5NO5S overall from the OMol25 dataset. Energies are from ωB97M-V/def2-TZVPD.

Positions of all 36 atoms, in Å:
N: -0.0208 -1.9511 -4.4170
C: -0.4282 -1.2374 -3.1844
C: 0.7978 -0.5864 -2.5235
C: 1.1832 -1.1900 -1.1490
C: 1.0826 -0.1162 -0.0585
C: 1.1947 -0.7345 1.3359
C: 1.2761 0.2593 2.4357
C: 0.5285 1.3346 2.7343
S: -0.9070 2.0375 1.9778
O: -0.6193 2.6668 0.7286
O: -1.5069 2.8999 2.9461
C: -2.1802 0.6800 1.7384
F: -1.6443 -0.5562 1.7372
F: -3.0063 0.7536 2.7987
C: -3.0437 0.8705 0.4589
F: -3.7834 1.9677 0.5824
F: -2.2943 0.9106 -0.6334
F: -3.8595 -0.1888 0.3613
C: 1.1102 1.9988 3.9456
O: 0.8838 3.0498 4.4242
O: 2.0813 1.1502 4.4359
C: 2.3374 0.1911 3.4841
O: 3.2625 -0.5423 3.5695
H: -0.3017 -1.4623 -5.2820
H: -0.4232 -2.8793 -4.4021
H: -0.9204 -1.9137 -2.4819
H: -1.1443 -0.4655 -3.4757
H: 0.5680 0.4719 -2.3699
H: 1.6578 -0.6128 -3.1853
H: 2.1820 -1.6183 -1.1751
H: 0.4199 -1.9293 -0.8988
H: 0.1320 0.3858 -0.2081
H: 1.9031 0.5892 -0.1907
H: 2.1513 -1.2629 1.3670
H: 0.4336 -1.4832 1.5406
Br: 0.8978 -1.4868 -6.9670

Cartesian forces (eV/Å) of the 2 atoms listed first:
-1.044 -0.129 2.025
0.544 -0.091 -1.251

Output
Energy above the lowest of the compared OMol25 structures with the same formula, charge and spin   0.00 kJ/mol
HOMO-LUMO gap   3.1 eV
Charge   -1

---

Here is a 2-piece molecular cluster, C16H22Br3N2O8P3 overall from the OMol25 dataset. Energies are from ωB97M-V/def2-TZVPD.

Positions of all 54 atoms, in Å:
N: 1.8794 2.3157 1.9289
P: 2.5049 0.8906 2.2256
C: 1.5484 -0.4975 1.5295
C: 0.3743 -0.8925 2.0070
C: -0.3257 -0.2400 3.1940
O: -1.6611 0.0734 2.9000
C: -1.7650 1.1388 1.9826
O: -3.0696 1.1512 1.4963
C: -3.3011 0.0347 0.6573
C: -4.4381 0.3183 -0.3378
O: -3.9499 0.3261 -1.6658
C: -0.3690 -2.0606 1.3954
O: -1.1575 -2.6751 2.0852
C: -0.0395 -2.4115 -0.0334
C: -0.9273 -3.1383 -0.8079
P: -2.5714 -3.7432 -0.2059
O: -3.6349 -2.6566 -0.8258
Br: -2.9169 -5.5978 -1.4789
C: -0.5338 -3.4494 -2.0819
C: 0.6891 -3.0736 -2.5824
N: 0.9999 -3.5005 -3.9280
C: 1.5785 -2.3327 -1.8355
P: 3.2240 -1.8008 -2.5220
O: 3.3628 -0.2023 -2.1120
O: 3.0886 -1.7149 -4.1631
C: 1.1812 -2.0197 -0.5376
C: 2.1128 -1.2695 0.3684
O: 3.3216 -1.2914 0.2166
H: 1.0233 2.1730 1.4033
H: 3.7995 0.8056 1.6790
H: 2.5685 0.6512 3.6215
H: 0.2479 0.5977 3.6021
H: -0.3548 -1.0101 3.9718
H: -1.5872 2.1205 2.4337
H: -1.0907 1.0279 1.1156
H: -2.4207 -0.1861 0.0337
H: -3.4837 -0.8725 1.2444
H: -4.8977 1.2888 -0.1442
H: -5.2174 -0.4343 -0.1695
H: -4.1609 -0.5029 -2.1009
H: -4.4541 -2.6744 -0.3195
H: -1.1934 -4.0232 -2.7197
H: 1.0680 -4.5158 -3.9082
H: 0.1656 -3.3360 -4.4854
H: 4.2138 0.0500 -2.4916
H: 2.4497 -1.0066 -4.3455
Br: 1.5441 8.1369 0.7273
C: 2.5352 6.5068 1.1186
C: 2.2972 5.4481 0.0767
Br: 0.5669 4.6031 0.3020
H: 2.2418 6.1903 2.1141
H: 3.5816 6.8049 1.1268
H: 3.0216 4.6417 0.1822
H: 2.3310 5.8346 -0.9370

Cartesian forces (eV/Å) of the 2 atoms listed first:
0.124 -1.027 0.086
-0.578 1.388 -0.377

Output
HOMO-LUMO gap   7.0 eV

---

Here is a 13-piece molecular cluster, C26H34Cl25F3O4S2 overall from the OMol25 dataset. Energies are from ωB97M-V/def2-TZVPD.

Positions of all 94 atoms, in Å:
C: -4.9880 5.3308 -1.0157
S: -3.7556 4.2854 -1.7889
O: -3.6348 4.7628 -3.1395
O: -4.1918 2.9206 -1.6671
C: -2.2527 4.5516 -0.8294
C: -2.2786 4.4347 0.5555
Cl: -3.7115 3.9675 1.4123
C: -1.1598 4.6749 1.3355
C: 0.0304 5.0565 0.7348
S: 1.3966 5.3919 1.8285
C: 0.0773 5.1490 -0.6546
C: -1.0412 4.8820 -1.4448
C: -0.8109 4.9805 -2.9284
O: -1.1915 4.1752 -3.7281
C: 0.0432 6.1285 -3.3416
C: 1.1036 6.4013 -2.5845
C: 2.0477 7.5470 -2.9022
C: 1.3122 8.8896 -2.6843
C: 1.9310 9.8366 -1.6616
F: 2.2567 11.0105 -2.2245
F: 1.0091 10.1503 -0.7145
F: 2.9761 9.3458 -1.0009
C: 1.3447 5.5740 -1.3666
O: 2.4459 5.2685 -1.0089
H: -5.7346 4.7473 -0.4972
H: -4.4759 6.0074 -0.3358
H: -5.4044 5.9634 -1.7917
H: -1.2110 4.6130 2.4033
H: 1.3111 6.7243 1.9670
H: -0.1934 6.6812 -4.2385
H: 2.3302 7.4795 -3.9472
H: 2.9084 7.4164 -2.2543
H: 0.2970 8.7006 -2.3496
H: 1.2013 9.4369 -3.6148
C: -0.5485 0.8273 3.5604
Cl: -1.0234 2.3727 2.8319
Cl: -1.9279 -0.2635 3.7549
H: 0.1794 0.3565 2.9123
H: -0.1152 1.0111 4.5321
C: 1.1325 -1.4393 6.3449
Cl: 1.6982 0.1597 5.8266
Cl: 2.0968 -2.0961 7.6685
H: 0.1056 -1.3494 6.6776
H: 1.1965 -2.1143 5.4990
C: 3.0317 -0.5277 2.4821
Cl: 2.6917 1.1160 1.9351
Cl: 1.5829 -1.5522 2.4310
H: 3.7828 -0.9613 1.8334
H: 3.3888 -0.4893 3.5045
C: 1.5758 -5.0899 1.5173
Cl: 0.3953 -5.8388 2.6081
Cl: 3.1977 -5.7394 1.7596
H: 1.2731 -5.2817 0.4941
H: 1.5980 -4.0241 1.7164
C: -5.2944 9.3891 -1.6731
Cl: -6.4416 8.8637 -0.4363
Cl: -3.6801 8.7199 -1.3979
H: -5.6470 9.0512 -2.6402
H: -5.2279 10.4698 -1.6505
C: 1.6488 -9.6450 2.3395
Cl: 0.4536 -10.3850 3.4120
Cl: 3.2676 -10.3115 2.5999
H: 1.3566 -9.8335 1.3153
H: 1.6752 -8.5780 2.5319
C: 2.6013 -6.0895 6.9584
Cl: 1.2281 -5.9169 8.0552
Cl: 2.1410 -5.8146 5.2752
H: 3.3495 -5.3533 7.2269
H: 3.0030 -7.0905 7.0590
C: -2.9261 2.7083 -6.2570
Cl: -3.0018 1.0088 -6.7479
Cl: -4.1905 3.6707 -7.0349
H: -3.0533 2.7696 -5.1827
H: -1.9618 3.1086 -6.5428
C: -1.6954 -7.9249 0.5596
Cl: -0.3471 -8.6242 -0.3507
Cl: -3.0600 -9.0418 0.6554
H: -1.3566 -7.6987 1.5619
H: -2.0181 -7.0186 0.0608
C: 6.3813 -7.4777 0.2349
Cl: 5.6133 -6.9019 -1.2511
Cl: 5.3456 -8.6055 1.1184
H: 7.3035 -7.9824 -0.0264
H: 6.5863 -6.6241 0.8701
C: -1.0858 -10.8263 -3.4377
Cl: 0.1635 -10.5128 -4.6504
Cl: -1.4434 -12.5501 -3.2877
H: -0.7393 -10.4584 -2.4805
H: -1.9899 -10.3086 -3.7347
C: -0.5740 -5.8884 -3.6419
Cl: 0.2657 -5.1176 -2.2832
Cl: 0.0395 -7.5103 -3.9752
H: -1.6270 -5.9595 -3.3979
H: -0.4337 -5.2748 -4.5233

Cartesian forces (eV/Å) of the 2 atoms listed first:
0.656 0.667 0.195
-1.848 -0.663 -0.920

Output
HOMO-LUMO gap   8.4 eV

---

Here is C10H11NSV as an isolated structure from the OMol25 dataset. Energies are from ωB97M-V/def2-TZVPD.

Positions of all 24 atoms, in Å:
V: -0.7551 0.6974 -0.8657
C: -1.5074 2.5790 -0.9254
H: -2.1097 3.3357 -0.4184
H: -0.4678 2.9304 -0.9385
H: -1.9735 2.4429 -1.9130
H: 0.5186 -1.5070 -2.1045
H: -0.3251 -2.6325 -1.8875
S: -1.8868 -1.1592 0.6481
C: -2.5826 -0.7991 -0.8656
C: -1.7057 -0.8548 -1.9796
C: -0.4248 -1.5978 -1.5497
C: -0.3347 -1.4449 -0.0814
C: 0.8168 -0.9380 0.6715
C: 1.5866 -1.4897 1.6981
C: 2.4799 -0.6677 2.3776
C: 2.4804 0.7019 2.0754
C: 1.6452 1.2412 1.0953
N: 0.8485 0.4082 0.4012
H: -3.6297 -0.5320 -0.9205
H: -1.9737 -0.7286 -3.0538
H: 1.4712 -2.5499 1.8803
H: 3.1372 -1.1105 3.1329
H: 3.0954 1.3654 2.6580
H: 1.5969 2.3096 0.8651

Cartesian forces (eV/Å) of the 2 atoms listed first:
-0.145 0.263 1.434
-0.517 -1.184 0.549

Output
Energy above the lowest of the compared OMol25 structures with the same formula, charge and spin   0.00 kJ/mol
Expectation value of S²   0.82
2S+1   2
HOMO-LUMO gap (spin up / spin down)   7.1 / 6.9 eV
Charge   +2

---

Here is C6H7NO2S in the gas phase from the OMol25 dataset. Energies are from ωB97M-V/def2-TZVPD.

Positions of all 17 atoms, in Å:
C: -2.3945 -0.2702 0.0434
C: -1.0357 -0.3262 -0.7518
O: -0.7985 -1.1889 -1.5417
C: 0.0123 0.7381 -0.3547
C: -0.3710 2.0417 0.2719
O: -1.4247 2.6042 0.1344
N: 0.9756 1.0796 -1.3488
C: 2.1520 0.8421 -1.1351
C: 2.5082 0.0385 0.0720
S: 0.9490 -0.4032 0.8482
H: -2.9221 0.5368 -0.5901
H: -2.1635 0.1582 1.0636
H: -2.7685 -1.4248 -0.0054
H: 0.5013 2.4631 0.8035
H: 2.7275 1.1086 -2.0149
H: 2.9783 -0.8551 -0.2100
H: 3.0937 0.7115 0.6510

Cartesian forces (eV/Å) of the 2 atoms listed first:
1.259 -0.910 -1.222
-1.526 0.547 0.741

Output
Energy above the lowest of the compared OMol25 structures with the same formula, charge and spin   225.72 kJ/mol
HOMO-LUMO gap   9.7 eV

---

Here is a 2-piece molecular cluster, C8H21NOP overall from the OMol25 dataset. Energies are from ωB97M-V/def2-TZVPD.

Positions of all 32 atoms, in Å:
C: -2.5327 0.9029 2.4995
P: -3.4598 0.0867 1.1238
O: -2.8523 0.9960 -0.1981
C: -2.5547 -1.4244 0.9785
N: -1.8858 -1.9449 2.2273
H: -1.4512 0.8004 2.3660
H: -2.7822 1.9634 2.5555
H: -2.8210 0.4090 3.4325
H: -3.5813 1.5752 -0.4487
H: -3.2570 -2.1975 0.6424
H: -0.9694 -1.5087 2.2984
H: -1.6565 -2.9150 2.0383
C: 0.9351 -2.0181 -0.0192
C: 0.8843 -0.5298 0.3028
C: 0.3421 0.3137 -0.8460
C: 1.1927 0.3045 -2.1176
C: 2.6409 0.7600 -1.9352
C: 2.7655 2.1881 -1.4145
H: 1.6082 -2.2362 -0.8533
H: 1.2774 -2.5987 0.8410
H: -0.0734 -2.3531 -0.2754
H: 1.8735 -0.1729 0.6174
H: 0.2089 -0.3890 1.1487
H: 0.2095 1.3428 -0.5001
H: -0.6675 -0.0373 -1.0671
H: 0.7105 0.9501 -2.8607
H: 1.1948 -0.7009 -2.5501
H: 3.1663 0.6787 -2.8926
H: 3.1546 0.0801 -1.2486
H: 2.2630 2.8897 -2.0853
H: 3.8107 2.4939 -1.3294
H: 2.3068 2.2912 -0.4304

Cartesian forces (eV/Å) of the 2 atoms listed first:
-0.029 -0.092 0.064
0.168 -0.307 -0.191

Output
Energy above the lowest of the compared OMol25 structures with the same formula, charge and spin   0.00 kJ/mol
HOMO-LUMO gap   4.6 eV
Charge   -1

---

Here is a 2-piece molecular cluster, C6H10O overall from the OMol25 dataset. Energies are from ωB97M-V/def2-TZVPD.

Positions of all 17 atoms, in Å:
C: 0.2040 0.5776 -2.0346
C: 0.1981 -0.4171 -1.1947
C: 0.0850 -0.8737 0.0383
C: -1.2358 -1.3499 0.5744
C: 1.2915 -1.0868 0.9091
H: 0.0397 1.5424 -1.5202
H: 0.3388 0.6475 -3.1062
H: -1.3654 -1.0342 1.6156
H: -1.2511 -2.4422 0.5407
H: -2.0709 -0.9599 -0.0133
H: 1.5370 -2.1517 0.9156
H: 1.0804 -0.7777 1.9390
H: 2.1551 -0.5240 0.5451
C: -0.2481 2.2131 0.1752
O: -0.2613 1.2565 0.9158
H: -1.1744 2.5982 -0.2809
H: 0.6773 2.7817 -0.0188

Cartesian forces (eV/Å) of the 2 atoms listed first:
-0.009 0.074 0.154
-0.043 0.287 0.183

Output
Energy above the lowest of the compared OMol25 structures with the same formula, charge and spin   273.50 kJ/mol
HOMO-LUMO gap   9.8 eV

---

Here is C8H7N3O in the gas phase from the OMol25 dataset. Energies are from ωB97M-V/def2-TZVPD.

Positions of all 19 atoms, in Å:
O: 2.9092 -2.0506 -0.5270
N: 2.5019 -0.9341 -0.1886
N: 3.2654 0.0105 0.2669
N: 2.8374 1.1021 0.7878
C: 1.8828 1.8696 0.4951
C: 1.1526 1.4460 -0.8316
C: 0.3758 0.2401 -0.2518
C: -0.9750 0.1904 -0.0119
C: -1.5564 -0.9682 0.3707
C: -0.9210 -2.1499 0.3593
C: 0.4647 -2.1470 0.2207
C: 1.0897 -0.9442 -0.0263
H: 1.8456 2.7204 1.0636
H: 2.0681 1.2909 -1.4861
H: 0.3892 2.0738 -1.1395
H: -1.7433 1.0685 -0.0167
H: -2.6221 -0.9666 0.7417
H: -1.4884 -3.0531 0.2973
H: 1.0659 -3.0716 0.5049

Cartesian forces (eV/Å) of the 2 atoms listed first:
1.816 -0.022 -0.480
-1.150 -0.113 1.062

Output
Energy above the lowest of the compared OMol25 structures with the same formula, charge and spin   623.45 kJ/mol
HOMO-LUMO gap (spin up / spin down)   8.4 / 8.4 eV

---

Here is C3H3FP2 in the gas phase from the OMol25 dataset. Energies are from ωB97M-V/def2-TZVPD.

Positions of all 9 atoms, in Å:
C: 0.8250 1.9176 -0.3080
P: 1.6111 0.7054 0.4236
C: 0.9000 -0.8129 -0.0290
P: -0.7348 -1.3116 0.4664
C: -1.9577 -0.2699 -0.1583
F: -2.0077 0.9588 0.3540
H: 0.7243 3.0124 -0.4664
H: 1.5779 -1.8262 0.0623
H: -0.9381 -2.3736 -0.3446

Cartesian forces (eV/Å) of the 2 atoms listed first:
-0.170 0.734 -0.232
0.790 1.279 0.064

Output
Energy above the lowest of the compared OMol25 structures with the same formula, charge and spin   660.55 kJ/mol
HOMO-LUMO gap (spin up / spin down)   7.1 / 6.7 eV

---

Here is a 3-piece molecular cluster, C4H8O3 overall from the OMol25 dataset. Energies are from ωB97M-V/def2-TZVPD.

Positions of all 15 atoms, in Å:
C: 0.0256 0.1806 -1.5832
C: -0.3153 -0.7195 -0.4402
O: -1.6132 -1.1580 -0.4929
C: 0.5242 -1.0928 0.5290
O: 1.8700 -0.8084 0.4561
C: 0.8170 2.0078 1.4717
O: 1.8041 1.6475 1.9079
H: -0.8518 0.7819 -1.8405
H: 0.8539 0.8424 -1.3214
H: 0.3109 -0.3944 -2.4705
H: -2.2010 1.0872 0.3240
H: -1.7349 -1.8542 0.1665
H: 0.1925 -1.7160 1.3629
H: 2.1679 -0.4783 1.3132
H: -1.8498 1.6742 0.6173

Cartesian forces (eV/Å) of the 2 atoms listed first:
0.034 0.022 -0.009
0.356 0.049 0.065

Output
Energy above the lowest of the compared OMol25 structures with the same formula, charge and spin   285.68 kJ/mol
HOMO-LUMO gap   9.2 eV

---

Number 1: strongest force on any atom 0.013 Eh/bohr. Number 2: strongest force on any atom 0.036 Eh/bohr. Number 3: strongest force on any atom 0.044 Eh/bohr. Number 4: strongest force on any atom 0.048 Eh/bohr. Number 5: strongest force on any atom 0.042 Eh/bohr. Number 6: strongest force on any atom 0.045 Eh/bohr. Number 7: strongest force on any atom 0.088 Eh/bohr. Number 8: strongest force on any atom 0.012 Eh/bohr. Number 9: strongest force on any atom 0.018 Eh/bohr. Number 10: strongest force on any atom 0.083 Eh/bohr. Number 11: strongest force on any atom 0.078 Eh/bohr. Number 12: strongest force on any atom 0.027 Eh/bohr.